one:
Density functional theory data (ωB97M-V/def2-TZVPD) for one molecule with the formula C8H11N3O2.

Each line ends with the Löwdin charge.
Atoms and positions in Å:
C 0.758 0.583 0.673  -0.121
C 0.136 1.665 0.790  -0.052
C -1.780 0.140 0.326  -0.333
C -0.072 -1.396 -0.194  -0.486
C -0.972 3.724 1.191  0.093
C -0.241 -3.984 -1.988  -0.074
C 1.192 3.348 2.072  -0.015
C 0.644 -2.715 -2.057  -0.239
N 0.943 -0.625 0.498  0.118
N -1.338 -0.993 0.179  0.201
N 0.050 2.874 1.310  -0.220
O -2.531 0.938 0.688  0.148
O 0.031 -1.468 -1.580  -0.077
H 0.103 -2.423 0.197  0.144
H -0.831 4.499 1.866  0.050
H -1.783 3.644 0.525  0.078
H -0.328 -4.452 -1.054  0.043
H -1.051 -3.615 -2.561  0.059
H 0.202 -4.750 -2.770  0.117
H 1.097 2.961 3.118  0.124
H 2.103 2.996 1.654  0.084
H 1.213 4.491 1.956  0.123
H 0.723 -2.648 -3.133  0.094
H 1.732 -2.795 -1.705  0.139

Summary:
Lowest unoccupied orbital energy (spin up / spin down), eV: -0.30 / -0.26
HOMO-LUMO gap (spin up / spin down), eV: 7.21 / 7.25
E_HOMO (spin up / spin down), eV: -7.5 / -7.5

two:
Density functional theory data (ωB97M-V/def2-TZVPD) for one molecule with the formula C8H11N3O2.

Each line ends with the Löwdin charge.
Atoms and positions in Å:
C 0.582 -2.159 -2.280  -0.343
C 1.032 -1.228 -1.115  -0.159
C -0.004 0.880 0.061  -0.241
C 0.549 2.071 0.020  -0.036
C 0.690 3.016 1.140  -0.014
C 0.024 2.627 2.282  -0.106
C -0.688 1.456 2.426  -0.014
C -0.682 0.530 1.358  -0.036
H -1.225 -1.806 -1.959  0.052
H -0.769 -3.393 -1.625  0.095
H 1.380 -2.947 -2.276  0.123
H 0.617 -1.613 -3.186  0.081
H 0.887 -1.878 -0.108  0.142
H 2.115 -0.991 -1.132  0.103
H 0.043 0.531 -1.848  0.134
H 1.255 2.358 -0.823  0.137
H 1.111 3.949 1.023  0.077
H 0.104 3.169 3.228  0.109
H -0.924 0.893 3.366  0.141
N -0.764 -2.626 -2.353  -0.006
N 0.058 -0.046 -0.983  -0.013
N -1.528 -0.642 1.574  -0.352
O -2.470 -0.508 2.330  0.066
O -1.392 -1.642 0.881  0.058

Summary:
Lowest unoccupied orbital energy, eV: -0.64
HOMO-LUMO gap, eV: 8.53
E_HOMO, eV: -9.2
Structure (SMILES): NCCNc1ccccc1[N+](=O)[O-]

two is the most stable structure; the next one sits 0.0398 hartree above it.